No. 1
23
Properties=species:S:1:pos:R:3:nbo_charge:R:1 method="wB97M-V/def2-TZVPD" charge=0 gap_ev=7.8916 de_lowest_kcal_mol=25.6 e_lumo_ev=-1.312
Rb 2.486 1.160 -0.863 0.98
O 1.677 -0.757 1.058 -0.63
C 0.535 -1.171 1.035 0.68
O 0.073 -2.137 1.718 -0.58
B -1.397 -1.924 1.697 1.13
O -1.646 -0.738 0.922 -0.57
C -0.567 -0.436 0.402 0.66
O -0.375 0.629 -0.169 -0.64
O -1.949 -1.780 3.039 -0.62
C -2.829 -2.616 3.235 0.64
O -3.631 -2.474 4.118 -0.54
C -2.987 -3.450 2.139 0.63
O -2.177 -3.117 1.234 -0.63
O -4.045 -3.943 1.854 -0.52
O 0.915 2.105 -3.039 -0.97
H 1.530 2.078 -3.810 0.48
H 0.248 1.417 -3.171 0.50
O 3.982 1.814 -3.030 -0.96
H 3.976 1.194 -3.761 0.48
H 3.867 2.663 -3.404 0.48
O 1.195 3.717 -0.297 -0.95
H 0.541 4.252 0.133 0.48
H 0.572 3.516 -1.029 0.48

No. 2
12
Properties=species:S:1:pos:R:3:nbo_charge:R:1 method="wB97M-V/def2-TZVPD" charge=+1 gap_ev=6.6570 de_lowest_kcal_mol=21.7 e_lumo_ev=-6.771
O 0.379 1.560 -0.110 -0.90
C -1.375 0.051 1.318 -0.80
C -1.521 -0.848 0.262 -0.26
H -1.196 -0.479 2.270 0.26
H -2.063 -0.521 -0.636 0.21
H -1.281 -1.912 0.408 0.24
Bi -0.974 2.108 1.091 1.85
C 0.760 0.371 -0.966 0.10
C 1.899 -0.278 -0.653 -0.39
H 0.476 0.544 -2.014 0.21
H 2.180 -0.283 0.406 0.21
H 2.717 -0.312 -1.375 0.26

No. 3
14
Properties=species:S:1:pos:R:3:nbo_charge:R:1 method="wB97M-V/def2-TZVPD" charge=0 multiplicity=2 gap_ev="4.8084 / 4.8414" de_lowest_kcal_mol=129.7 e_lumo_ev="-2.151 / -2.022"
H -0.771 1.205 1.533 0.23
C -0.217 0.256 1.597 -0.25
C 0.721 0.030 0.571 -0.39
H 1.638 0.630 0.592 0.20
H 0.928 -0.247 2.068 0.30
O -1.187 -0.717 2.044 -0.36
O -0.701 -1.386 3.234 -0.59
Bi -0.908 -3.023 2.117 0.97
C 0.650 0.646 -2.277 0.10
C 0.064 0.250 -1.137 -0.35
O 0.015 0.798 -3.502 -0.69
H 1.686 0.994 -2.324 0.18
H -1.008 0.011 -1.096 0.17
H -0.912 0.554 -3.421 0.47

No. 4
14
Properties=species:S:1:pos:R:3:nbo_charge:R:1 method="wB97M-V/def2-TZVPD" charge=0 gap_ev=9.7740 de_lowest_kcal_mol=21.1 e_lumo_ev=0.374
C -0.914 0.830 -0.082 -0.03
C 0.074 -0.098 -0.115 -0.11
C -0.636 2.255 0.021 -0.70
C 0.138 -1.623 -0.052 0.31
O 0.754 -1.990 1.137 -0.69
O 0.892 -2.113 -1.152 -0.71
Br -2.743 0.099 -0.001 0.04
Br 1.827 0.718 -0.051 0.02
H -1.453 2.943 0.142 0.24
H -0.139 2.627 -0.868 0.24
H -0.040 2.613 0.811 0.25
H -0.972 -2.018 -0.108 0.19
H 1.683 -1.562 0.929 0.47
H 1.528 -2.681 -0.612 0.48

No. 5
16
Properties=species:S:1:pos:R:3:nbo_charge:R:1 method="wB97M-V/def2-TZVPD" charge=0 smiles="C[C@@](Br)([C@H](Br)CBr)[N+](=O)[O-]" gap_ev=9.8489 de_lowest_kcal_mol=0.0 e_lumo_ev=-0.583
C 0.502 -0.296 -1.426 -0.73
C -0.290 0.859 1.586 -0.48
C -1.163 -0.048 0.779 -0.24
C -0.335 -0.992 -0.519 0.10
N -1.519 -1.526 -1.163 0.46
O -1.722 -1.200 -2.288 -0.34
O -2.262 -2.223 -0.496 -0.37
Br -1.279 1.327 3.183 0.00
Br -2.619 0.969 -0.083 0.04
Br 0.446 -2.572 0.483 0.06
H 0.878 -0.963 -2.247 0.26
H 1.249 0.325 -0.894 0.25
H 0.040 0.509 -1.932 0.27
H -0.204 1.805 1.139 0.23
H 0.570 0.513 2.088 0.25
H -1.568 -0.729 1.506 0.24

No. 6
14
Properties=species:S:1:pos:R:3:nbo_charge:R:1 method="wB97M-V/def2-TZVPD" charge=+1 multiplicity=4 gap_ev="6.7082 / 5.2256" de_lowest_kcal_mol=88.4 e_lumo_ev="-6.468 / -7.948"
Co -0.853 3.077 2.401 0.97
Br -0.074 1.447 2.401 0.01
O 2.458 -1.373 -0.953 -0.51
C 1.355 -1.017 -0.738 0.79
O 0.365 -1.893 -0.334 -0.49
C -0.910 -1.195 -0.137 -0.08
C -0.543 0.287 -0.055 -0.40
C 0.764 0.431 -0.767 -0.54
H -1.343 -1.620 0.769 0.20
H -1.558 -1.537 -0.944 0.21
H -0.584 0.744 0.934 0.12
H -1.309 0.829 -0.609 0.23
H 1.426 1.053 -0.164 0.23
H 0.808 0.767 -1.803 0.27

No. 7
17
Properties=species:S:1:pos:R:3:nbo_charge:R:1 method="wB97M-V/def2-TZVPD" charge=+1 gap_ev=9.4940 de_lowest_kcal_mol=17.5 e_lumo_ev=-4.075
C -0.303 -0.052 -0.086 0.07
C 0.729 0.166 0.797 0.19
C -1.051 3.179 -1.340 0.77
C 2.042 -1.830 0.259 -0.47
N -1.334 2.118 -1.467 -0.51
N -1.540 -0.341 -0.087 0.28
N 1.802 -0.541 0.892 -0.52
O -2.129 -0.859 0.999 -0.50
O -2.435 -0.281 -1.105 -0.51
F -0.672 4.344 -1.107 -0.20
Br 0.761 1.965 1.453 0.17
H 1.254 -2.566 0.256 0.24
H 2.539 -1.766 -0.675 0.24
H 2.789 -2.551 0.793 0.26
H -2.156 0.563 -1.688 0.54
H -2.903 -1.405 0.733 0.51
H 2.609 -0.145 1.371 0.44

No. 8
12
Properties=species:S:1:pos:R:3:nbo_charge:R:1 method="wB97M-V/def2-TZVPD" charge=0 smiles="C=NC(=C)CBr" gap_ev=10.4363 de_lowest_kcal_mol=11.8 e_lumo_ev=0.900
C -0.246 1.417 0.237 -0.43
C 1.937 -0.357 -0.722 -0.04
C -0.177 0.098 0.259 0.11
C -1.274 -0.881 0.468 -0.46
N 1.183 -0.580 0.250 -0.40
Br -3.005 -0.174 -0.081 -0.01
H 0.645 2.011 0.155 0.21
H -1.179 1.945 0.316 0.22
H 2.903 -0.840 -0.734 0.17
H 1.693 0.288 -1.570 0.15
H -1.111 -1.793 -0.104 0.24
H -1.369 -1.135 1.526 0.24

No. 9
19
Properties=species:S:1:pos:R:3:nbo_charge:R:1 method="wB97M-V/def2-TZVPD" charge=+2 multiplicity=2 gap_ev="5.7235 / 3.6718" e_lumo_ev="-9.522 / -11.574"
Ca 6.432 3.599 0.837 1.96
Cl 2.940 1.860 1.070 2.60
O 2.544 1.341 2.338 -0.79
O 2.361 1.354 -0.065 -0.81
O 2.791 3.287 1.217 -0.91
O 4.357 1.726 0.843 -1.05
C -0.829 -2.224 -1.124 -0.66
C -1.631 -1.437 -0.098 0.06
C -1.173 -0.003 0.211 -0.10
O -2.292 0.710 -0.309 -0.41
C -3.279 -0.162 -0.740 0.95
O -4.307 0.252 -1.178 0.05
O -2.990 -1.357 -0.594 -0.36
H -1.173 -3.251 -1.245 0.26
H 0.246 -2.192 -0.948 0.25
H -0.971 -1.836 -2.133 0.23
H -1.749 -1.968 0.847 0.24
H -0.179 0.133 -0.215 0.25
H -1.098 0.166 1.285 0.23

No. 10
32
Properties=species:S:1:pos:R:3:nbo_charge:R:1 method="wB97M-V/def2-TZVPD" charge=-2 multiplicity=2 gap_ev="7.2816 / 2.5953" e_lumo_ev="4.691 / 0.028"
Ca -26.449 -11.741 3.936 1.80
N -26.770 -14.136 5.538 0.71
O -27.381 -13.114 5.774 -0.53
O -25.828 -14.057 4.716 -0.50
O -26.969 -15.159 6.152 -0.46
N -23.609 -11.619 1.787 0.73
O -23.413 -10.419 1.628 -0.52
O -24.623 -11.993 2.359 -0.63
O -22.756 -12.482 1.471 -0.54
N -28.476 -14.158 2.512 0.72
O -28.073 -15.171 2.008 -0.35
O -27.796 -13.188 2.608 -0.33
O -29.551 -13.989 3.038 -0.28
N -23.599 -11.424 5.708 0.74
O -23.303 -12.580 5.669 -0.49
O -22.748 -10.645 6.083 -0.54
O -24.724 -11.059 5.364 -0.66
C -28.097 -9.224 3.346 0.32
O -27.487 -10.141 2.382 -0.63
O -28.192 -10.083 4.433 -0.89
C -27.142 -7.912 3.392 0.92
F -26.942 -7.480 2.145 -0.35
F -27.664 -6.851 4.046 -0.35
F -25.960 -8.166 3.923 -0.30
C -27.972 -10.142 0.997 -0.06
C -26.878 -10.675 0.114 -0.63
H -26.456 -11.623 0.447 0.23
H -27.381 -10.819 -0.843 0.18
H -26.041 -9.976 0.130 0.23
H -28.185 -9.137 0.632 0.17
H -28.839 -10.792 0.886 0.16
H -29.050 -8.940 2.902 0.11

No. 11
17
Properties=species:S:1:pos:R:3:nbo_charge:R:1 method="wB97M-V/def2-TZVPD" charge=+2 multiplicity=3 gap_ev="6.2471 / 6.1805" de_lowest_kcal_mol=0.0 e_lumo_ev="-8.626 / -8.693"
C -1.871 -0.541 -2.233 0.69
O -1.822 0.523 -1.536 -0.97
O -2.675 -0.647 -3.151 -0.76
Ce -4.061 1.622 -3.040 1.92
O 0.179 2.180 1.433 -1.00
O 1.211 0.164 -0.999 -0.68
C 1.414 -0.940 -0.454 0.48
C 1.287 -0.960 1.049 -0.20
O 0.257 -0.096 1.453 -0.65
C 0.592 1.149 2.194 0.24
Mg -0.333 1.246 -0.169 1.80
H -0.898 -1.270 -2.051 0.15
H 1.692 -1.919 -0.880 0.19
H 2.262 -0.693 1.492 0.26
H 1.052 -1.992 1.356 0.23
H 0.033 1.061 3.143 0.16
H 1.681 1.114 2.393 0.14

No. 12
12
Properties=species:S:1:pos:R:3:nbo_charge:R:1 method="wB97M-V/def2-TZVPD" charge=0 smiles="C=C(CF)CCl" gap_ev=10.3494 de_lowest_kcal_mol=55.4 e_lumo_ev=0.231
C -0.105 0.186 -1.280 -0.01
C 0.135 -0.521 -0.027 -0.07
C -0.809 -1.293 0.653 -0.33
C 0.820 0.661 0.787 -0.42
H -0.695 1.016 -1.030 0.19
H -0.583 -0.627 -1.912 0.16
H -1.780 -1.870 0.081 0.23
H -0.437 -1.470 1.679 0.22
H 1.525 1.158 0.153 0.22
H 1.330 0.358 1.722 0.22
F 0.915 0.467 -2.090 -0.35
Cl -0.317 1.936 1.264 -0.06

No. 13
12
Properties=species:S:1:pos:R:3:nbo_charge:R:1 method="wB97M-V/def2-TZVPD" charge=0 smiles="ClC1=CCNC1" gap_ev=9.9671 de_lowest_kcal_mol=71.5 e_lumo_ev=0.868
C -1.215 -0.196 -0.034 -0.13
C -0.297 -1.168 0.083 -0.25
C 1.165 -0.653 0.046 -0.27
C -0.472 1.143 0.261 -0.27
H -0.584 -2.234 -0.147 0.22
H 1.880 -0.881 -0.839 0.22
H 1.730 -0.838 1.050 0.21
H 0.937 0.694 -1.512 0.34
H -0.984 2.234 0.008 0.24
H -0.305 1.082 1.534 0.20
N 0.974 0.860 -0.328 -0.61
Cl -2.830 -0.042 -0.121 0.10

No. 14
12
Properties=species:S:1:pos:R:3:nbo_charge:R:1 method="wB97M-V/def2-TZVPD" charge=0 smiles="C=C=CN=C.Cl" gap_ev=9.8999 de_lowest_kcal_mol=52.9 e_lumo_ev=0.844
C 0.086 0.229 0.103 0.08
C 1.004 0.193 -0.807 -0.47
C -2.479 0.651 -0.656 -0.04
C -0.892 0.393 0.951 -0.15
N -2.111 0.892 0.520 -0.40
Cl 3.112 -0.641 2.476 -0.27
H 1.220 -0.710 -1.356 0.22
H 1.619 1.052 -1.034 0.22
H -3.392 1.108 -1.005 0.17
H -1.951 -0.007 -1.353 0.15
H 3.557 -1.828 2.661 0.27
H -0.798 0.217 2.013 0.22

No. 15
13
Properties=species:S:1:pos:R:3:nbo_charge:R:1 method="wB97M-V/def2-TZVPD" charge=+1 smiles=C[n+]1c[nH]cc1Cl gap_ev=10.3739 de_lowest_kcal_mol=15.4 e_lumo_ev=-4.032
C -0.831 -1.654 0.066 -0.08
C 1.139 -0.492 -0.190 0.30
C -1.178 -0.354 0.204 0.10
C 0.243 1.854 -0.140 -0.43
N 0.557 -1.693 -0.070 -0.46
N 0.210 0.443 0.098 -0.28
Cl -2.703 0.454 0.287 0.15
H -1.399 -2.565 0.285 0.28
H 2.178 -0.377 -0.191 0.25
H 1.066 2.425 0.215 0.25
H 0.244 2.087 -1.092 0.22
H -0.629 2.298 0.280 0.24
H 1.103 -2.428 0.248 0.44

No. 16
14
Properties=species:S:1:pos:R:3:nbo_charge:R:1 method="wB97M-V/def2-TZVPD" charge=+1 multiplicity=3 gap_ev="6.1033 / 9.1674" de_lowest_kcal_mol=10.5 e_lumo_ev="-3.148 / -6.714"
C -1.767 1.428 0.027 -0.08
C -2.037 0.109 -0.059 0.07
C 0.211 0.305 -0.004 0.83
C 2.273 -1.122 0.052 -0.22
N -0.814 -0.583 -0.006 -0.57
N -0.355 1.556 0.039 -0.55
O 1.515 0.152 0.026 -0.42
Cl -3.442 -0.873 -0.086 0.16
H -2.368 2.239 0.120 0.24
H 2.265 -1.655 0.992 0.22
H 3.179 -0.674 -0.221 0.24
H 1.764 -1.718 -0.584 0.18
H -0.609 -1.552 -0.220 0.45
H 0.184 2.388 -0.075 0.45

No. 17
17
Properties=species:S:1:pos:R:3:nbo_charge:R:1 method="wB97M-V/def2-TZVPD" charge=-1 gap_ev=8.0627 de_lowest_kcal_mol=21.8 e_lumo_ev=2.569
Cl -7.974 -7.092 1.599 2.52
O -8.163 -6.441 0.249 -0.87
O -7.278 -8.337 1.446 -0.88
O -7.288 -6.265 2.540 -0.88
O -9.235 -7.390 2.224 -0.89
C -8.767 -10.779 -4.965 -0.72
C -8.072 -12.013 -4.573 0.29
N -7.508 -12.992 -4.318 -0.34
H -9.822 -10.801 -4.691 0.25
H -8.751 -10.633 -6.045 0.25
H -8.362 -9.925 -4.422 0.27
C -10.021 -3.390 8.098 -0.72
C -10.608 -4.674 8.462 0.29
N -11.086 -5.666 8.724 -0.33
H -9.312 -3.240 8.913 0.25
H -10.828 -2.657 8.109 0.25
H -9.609 -3.336 7.090 0.27

No. 18
14
Properties=species:S:1:pos:R:3:nbo_charge:R:1 method="wB97M-V/def2-TZVPD" charge=0 gap_ev="7.8415 / 7.8393" de_lowest_kcal_mol=138.3 e_lumo_ev="-0.516 / -0.518"
C -0.048 -1.671 -0.222 -0.08
C 1.753 -0.373 -0.689 0.26
C -0.828 -0.701 0.098 0.18
C -1.871 -0.135 0.798 -0.46
N 1.263 -1.651 -0.666 -0.54
N 1.109 0.633 -0.177 -0.31
N 1.356 1.971 -0.278 -0.62
Cl -3.014 0.715 -0.411 -0.11
H -0.323 -2.722 0.119 0.25
H 2.735 -0.305 -0.981 0.19
H -1.476 0.539 1.574 0.26
H -2.426 -0.937 1.294 0.27
H 1.060 2.464 0.579 0.36
H 0.710 2.173 -1.039 0.36

No. 19
13
Properties=species:S:1:pos:R:3:nbo_charge:R:1 method="wB97M-V/def2-TZVPD" charge=0 smiles=C[C@H](Cl)[C@H](O)C#N gap_ev=11.7020 de_lowest_kcal_mol=46.1 e_lumo_ev=0.441
C -1.764 -0.008 -0.316 0.24
C 0.643 -0.585 1.372 -0.63
C -0.399 -0.062 -0.931 -0.01
C 0.636 0.289 0.128 -0.21
N -2.856 0.162 -0.005 -0.30
O -0.400 0.577 -2.143 -0.65
Cl 0.347 1.957 0.644 -0.04
H -0.321 -0.742 1.925 0.25
H 0.979 -1.527 0.883 0.22
H 1.487 -0.138 2.118 0.24
H -0.401 -1.096 -1.108 0.20
H 1.540 0.236 -0.452 0.21
H 0.508 0.937 -2.115 0.47

No. 20
13
Properties=species:S:1:pos:R:3:nbo_charge:R:1 method="wB97M-V/def2-TZVPD" charge=0 smiles="C=C[C@H](Cl)C(N)=O" gap_ev=10.7301 de_lowest_kcal_mol=37.7 e_lumo_ev=0.822
C 1.963 1.418 -0.561 -0.39
C 0.930 1.040 0.216 -0.15
C -0.570 -1.184 0.054 0.65
C -0.520 0.348 -0.388 -0.27
N -1.644 -1.791 0.544 -0.81
O 0.491 -1.766 -0.034 -0.60
Cl -1.943 1.273 0.307 -0.09
H 2.950 1.699 -0.168 0.21
H 2.067 1.431 -1.600 0.20
H 0.942 1.158 1.293 0.21
H -0.552 0.507 -1.460 0.24
H -2.524 -1.394 0.899 0.41
H -1.588 -2.738 0.898 0.41